Model i:
Formula: C5H7N2
Source: the Open Molecules 2025 dataset
Level of theory: ωB97M-V with the def2-TZVPD basis set

The geometry in ORCA input format:
```
! RIJCOSX wB97M-V def2-TZVPD def2/J DEFGRID3
* xyz 1 1
C 1.933 0.340 -0.328
C 0.722 0.425 0.640
C -0.343 1.227 0.383
N -1.489 1.172 0.087
C -2.183 -0.143 -0.228
N -1.270 -1.110 -0.013
C -0.153 -1.059 0.458
H 1.717 0.472 -1.429
H 2.400 -0.655 -0.619
H 2.720 0.971 -0.078
H 1.106 0.538 1.612
H -2.380 -0.028 -1.399
H -3.195 -0.109 0.330
H 0.415 -2.042 0.584
*
```

## Properties
LUMO energy (alpha / beta): -0.21227 / -0.21228 Eh
E_HOMO (alpha / beta): -15.9 / -15.9 eV
Kohn-Sham gap (alpha / beta): 10.169 / 10.169 eV
SMILES string: C[C@H]1C#[N+]CN=C1

=====

Model ii:
Formula: C5H7N2
Source: the Open Molecules 2025 dataset
Level of theory: ωB97M-V with the def2-TZVPD basis set

The geometry in ORCA input format:
```
! RIJCOSX wB97M-V def2-TZVPD def2/J DEFGRID3
* xyz 1 1
C -0.047 -1.824 -0.273
N -1.096 -1.460 0.081
C -1.629 -0.294 0.221
C -0.453 0.724 -0.643
N 0.876 0.114 -0.534
C 1.596 -0.304 0.766
C 1.223 -1.199 -0.475
H -1.700 0.026 1.240
H -2.621 -0.257 -0.252
H -0.682 0.967 -1.724
H -0.372 1.658 -0.013
H 1.078 -0.743 1.628
H 2.500 0.250 0.872
H 2.054 -1.665 -1.132
*
```

## Properties
LUMO energy (alpha / beta): -0.21656 / -0.21658 Eh
E_HOMO (alpha / beta): -15.1 / -15.1 eV
Kohn-Sham gap (alpha / beta): 9.247 / 9.245 eV
SMILES string: C1#[N+]CCN2C[C@@H]12

=====

Most stable: model i (next structure +134.6 kJ/mol)

=====

Model i:
Formula: C5H7N2
Source: the Open Molecules 2025 dataset
Level of theory: ωB97M-V with the def2-TZVPD basis set

The geometry in ORCA input format:
```
! RIJCOSX wB97M-V def2-TZVPD def2/J DEFGRID3
* xyz 1 1
C -1.782 -0.997 0.345
C -2.107 0.215 -0.315
C -0.511 -0.804 0.771
C 2.923 -0.229 -0.680
C 1.114 0.926 0.739
N -1.057 1.023 -0.326
N -0.033 0.466 0.435
H -2.285 -1.853 0.423
H -3.030 0.535 -0.891
H 0.137 -1.456 1.291
H 2.432 -1.112 -0.921
H 3.983 -0.399 -0.478
H 1.482 1.736 0.274
H -1.267 1.951 -0.666
*
```

## Properties
LUMO energy (alpha / beta): -0.21097 / -0.20431 Eh
E_HOMO (alpha / beta): -13.1 / -12.7 eV
Kohn-Sham gap (alpha / beta): 7.378 / 7.118 eV

=====

Model ii:
Formula: C5H7N2
Source: the Open Molecules 2025 dataset
Level of theory: ωB97M-V with the def2-TZVPD basis set

The geometry in ORCA input format:
```
! RIJCOSX wB97M-V def2-TZVPD def2/J DEFGRID3
* xyz 1 1
C -0.810 3.208 0.099
C 0.218 2.578 0.135
C -0.465 -0.462 -0.193
C 0.807 -0.635 0.099
C -1.484 -1.545 -0.144
N 2.914 -1.684 0.029
N 1.945 -1.002 0.143
H -1.721 3.646 -0.126
H 3.847 -1.328 0.057
H 1.104 2.095 0.387
H -0.925 0.650 -0.342
H -2.513 -1.363 -0.561
H -1.103 -2.517 -0.418
H -1.814 -1.642 0.835
*
```

## Properties
LUMO energy: -0.24621 Eh
E_HOMO: -14.4 eV
Kohn-Sham gap: 7.655 eV

=====

Most stable: model ii (next structure +180.3 kJ/mol)

=====

Model i:
Formula: C2H5OP
Source: the Open Molecules 2025 dataset
Level of theory: ωB97M-V with the def2-TZVPD basis set

The geometry in ORCA input format:
```
! RIJCOSX wB97M-V def2-TZVPD def2/J DEFGRID3
* xyz 0 1
P 1.699 -0.252 0.238
C 0.054 -0.200 -0.557
C -1.217 -0.013 0.263
O -0.657 -1.239 0.209
H 1.038 0.550 1.047
H 2.501 0.640 -0.467
H -0.188 -0.253 -1.676
H -1.065 0.568 1.164
H -2.166 0.199 -0.220
*
```

## Properties
LUMO energy: 0.04193 Eh
E_HOMO: -9.4 eV
Kohn-Sham gap: 10.535 eV
SMILES string: P[C@@H]1CO1

=====

Model ii:
Formula: C2H5OP
Source: the Open Molecules 2025 dataset
Level of theory: ωB97M-V with the def2-TZVPD basis set

The geometry in ORCA input format:
```
! RIJCOSX wB97M-V def2-TZVPD def2/J DEFGRID3
* xyz 0 1
C -1.902 0.701 0.339
O -1.551 -0.216 -0.317
H -1.112 1.465 0.456
H -2.909 0.939 0.894
C 1.716 -0.565 0.199
P 1.720 1.098 0.103
H 1.841 -1.039 1.061
H 1.763 -0.873 -0.844
H 1.323 1.317 -1.180
*
```

## Properties
LUMO energy: 0.00557 Eh
E_HOMO: -9.3 eV
Kohn-Sham gap: 9.491 eV
SMILES string: C=O.C=P

=====

Most stable: model i (next structure +29.2 kJ/mol)

=====

Model i:
Formula: C5H14N
Source: the Open Molecules 2025 dataset
Level of theory: ωB97M-V with the def2-TZVPD basis set

The geometry in ORCA input format:
```
! RIJCOSX wB97M-V def2-TZVPD def2/J DEFGRID3
* xyz 1 1
C -0.735 0.053 -0.485
C -0.629 -1.303 0.214
C -0.205 -1.179 1.677
C 0.419 -2.451 2.230
H -1.309 0.757 0.125
H -1.214 -0.058 -1.459
H 0.267 0.495 -0.590
H 0.128 -1.895 -0.309
H -1.576 -1.828 0.085
H -1.077 -0.901 2.278
H 0.454 -0.311 1.789
H -0.258 -3.295 2.103
H 0.526 -2.368 3.314
H 1.406 -2.633 1.812
C 0.120 2.457 -2.059
N 1.150 3.182 -2.230
H -0.033 1.554 -2.634
H -0.605 2.741 -1.307
H 1.314 3.977 -1.618
H 1.857 3.007 -2.937
*
```

## Properties
LUMO energy: -0.20831 Eh
E_HOMO: -14.0 eV
Kohn-Sham gap: 8.373 eV

=====

Model ii:
Formula: C5H14N
Source: the Open Molecules 2025 dataset
Level of theory: ωB97M-V with the def2-TZVPD basis set

The geometry in ORCA input format:
```
! RIJCOSX wB97M-V def2-TZVPD def2/J DEFGRID3
* xyz 1 1
C 1.251 0.330 -2.562
C 0.276 -0.717 -2.033
C 0.661 -1.548 0.242
N 0.225 -0.659 -0.551
H 1.055 1.293 -2.089
H 2.282 0.082 -2.319
H 1.143 0.407 -3.639
H -0.741 -0.530 -2.369
H 0.573 -1.734 -2.277
H 0.466 -1.400 1.295
H 1.125 -2.435 -0.169
H -0.216 0.176 -0.159
C -0.368 0.877 2.512
C -1.686 0.835 1.700
H -0.273 -0.071 3.041
H -0.298 1.741 3.162
H 0.497 0.952 1.847
H -2.551 1.245 2.199
H -1.544 1.361 0.748
H -1.876 -0.205 1.421
*
```

## Properties
LUMO energy: -0.18354 Eh
E_HOMO: -15.9 eV
Kohn-Sham gap: 10.890 eV

=====

Model iii:
Formula: C5H14N
Source: the Open Molecules 2025 dataset
Level of theory: ωB97M-V with the def2-TZVPD basis set

The geometry in ORCA input format:
```
! RIJCOSX wB97M-V def2-TZVPD def2/J DEFGRID3
* xyz 1 1
C -0.917 0.309 -2.695
N -0.994 -0.510 -1.441
H -1.639 1.116 -2.621
H 0.088 0.706 -2.777
H -1.155 -0.322 -3.546
H -1.942 -0.848 -1.271
H -0.680 0.055 -0.622
H -0.369 -1.316 -1.484
C -0.181 0.349 2.477
C 0.637 0.221 1.225
C 0.831 1.252 0.398
C 1.274 -1.119 0.986
H -0.985 -0.391 2.489
H -0.627 1.337 2.570
H 0.428 0.169 3.364
H 1.449 1.156 -0.489
H 0.431 2.237 0.611
H 1.784 -1.155 0.022
H 0.543 -1.930 1.053
H 2.025 -1.315 1.752
*
```

## Properties
LUMO energy: -0.12900 Eh
E_HOMO: -13.6 eV
Kohn-Sham gap: 10.085 eV

=====

Most stable: model iii (next structure +47.2 kJ/mol)

=====

Model i:
Formula: C4H9NOS
Source: the Open Molecules 2025 dataset
Level of theory: ωB97M-V with the def2-TZVPD basis set

The geometry in ORCA input format:
```
! RIJCOSX wB97M-V def2-TZVPD def2/J DEFGRID3
* xyz 0 1
O 1.501 -1.908 -2.008
C 1.027 -1.703 -0.931
N -0.260 -1.274 -0.723
C -0.642 -0.881 0.625
C -0.045 0.399 1.173
C -0.396 1.618 0.300
S 1.040 2.001 -0.825
H 1.528 -1.905 0.032
H -0.755 -1.262 -1.597
H -0.340 -1.721 1.256
H -1.726 -0.781 0.653
H 1.032 0.370 1.329
H -0.531 0.591 2.134
H -0.666 2.543 0.798
H -1.209 1.325 -0.363
H 0.442 2.588 -1.853
*
```

## Properties
LUMO energy: 0.02827 Eh
E_HOMO: -9.0 eV
Kohn-Sham gap: 9.796 eV
SMILES string: O=CNCCCS

=====

Model ii:
Formula: C4H9NOS
Source: the Open Molecules 2025 dataset
Level of theory: ωB97M-V with the def2-TZVPD basis set

The geometry in ORCA input format:
```
! RIJCOSX wB97M-V def2-TZVPD def2/J DEFGRID3
* xyz 0 1
C -1.340 -0.404 -0.014
C -0.578 -0.685 1.271
C -0.148 0.237 -0.838
C -0.016 1.794 -0.657
N 1.360 -2.145 -0.041
O 2.104 0.071 0.975
S 1.009 -0.704 0.378
H -1.539 -1.298 -0.540
H -2.226 0.253 0.189
H -0.400 0.149 2.073
H -0.760 -1.657 1.799
H -0.061 0.159 -1.992
H 0.663 2.064 -1.543
H 0.547 1.930 0.269
H -0.863 2.442 -0.850
H 2.248 -2.207 -0.477
*
```

## Properties
LUMO energy: 0.03249 Eh
E_HOMO: -9.3 eV
Kohn-Sham gap: 10.214 eV

=====

Model iii:
Formula: C4H9NOS
Source: the Open Molecules 2025 dataset
Level of theory: ωB97M-V with the def2-TZVPD basis set

The geometry in ORCA input format:
```
! RIJCOSX wB97M-V def2-TZVPD def2/J DEFGRID3
* xyz 0 1
C 1.114 -2.074 -0.860
N -0.228 -1.503 -0.630
C -0.248 -0.661 0.527
O 0.188 -1.023 1.582
C -0.853 0.714 0.288
C -0.039 1.847 0.877
S -0.482 3.484 0.137
H 1.270 -2.131 -1.942
H 1.182 -3.125 -0.561
H 1.881 -1.491 -0.373
H -0.981 -2.176 -0.652
H -1.063 0.879 -0.762
H -1.831 0.607 0.773
H 1.028 1.689 0.736
H -0.206 1.971 1.944
H -0.730 2.992 -1.086
*
```

## Properties
LUMO energy: 0.02747 Eh
E_HOMO: -9.2 eV
Kohn-Sham gap: 9.966 eV
SMILES string: CNC(=O)CCS

=====

Model iv:
Formula: C4H9NOS
Source: the Open Molecules 2025 dataset
Level of theory: ωB97M-V with the def2-TZVPD basis set

The geometry in ORCA input format:
```
! RIJCOSX wB97M-V def2-TZVPD def2/J DEFGRID3
* xyz 0 1
C 0.649 -0.492 1.983
N 0.701 -1.150 0.653
C -0.088 -0.457 -0.429
C 0.390 -0.961 -1.770
O -0.098 -0.597 -2.854
C -0.388 1.108 -0.441
S -2.307 1.451 -0.258
H -0.326 -0.119 2.132
H 0.857 -1.220 2.827
H 1.261 0.502 2.120
H 1.763 -1.138 0.376
H -1.071 -0.893 -0.208
H 1.186 -1.645 -1.796
H 0.010 1.683 0.393
H -0.158 1.627 -1.417
H -2.382 2.300 -1.312
*
```

## Properties
LUMO energy: 0.01300 Eh
E_HOMO: -9.2 eV
Kohn-Sham gap: 9.590 eV
SMILES string: CN[C@H](C=O)CS

=====

Most stable: model i (next structure +36.7 kJ/mol)

=====

Model i:
Formula: C4H9NOS
Source: the Open Molecules 2025 dataset
Level of theory: ωB97M-V with the def2-TZVPD basis set

The geometry in ORCA input format:
```
! RIJCOSX wB97M-V def2-TZVPD def2/J DEFGRID3
* xyz 0 1
C -0.305 -0.523 0.019
C 1.569 -2.144 0.280
C 1.108 1.620 0.661
C -2.984 0.372 -0.327
N 0.831 -0.958 0.175
O -0.330 1.318 0.573
S -1.841 -1.004 -0.582
H 2.565 -1.746 0.006
H 1.177 -3.033 -0.285
H 1.697 -2.605 1.238
H 1.151 2.588 1.200
H 1.732 1.498 -0.184
H 1.530 0.919 1.394
H -3.270 0.690 -1.283
H -2.369 1.088 0.252
H -3.782 -0.055 0.346
*
```

## Properties
LUMO energy: 0.02329 Eh
E_HOMO: -9.0 eV
Kohn-Sham gap: 9.679 eV

=====

Model ii:
Formula: C4H9NOS
Source: the Open Molecules 2025 dataset
Level of theory: ωB97M-V with the def2-TZVPD basis set

The geometry in ORCA input format:
```
! RIJCOSX wB97M-V def2-TZVPD def2/J DEFGRID3
* xyz 0 1
N 1.045 1.745 -0.546
C 0.200 0.788 0.058
C -1.206 1.147 -0.389
O -2.134 1.297 0.354
C 0.713 -0.660 -0.253
C 0.116 -1.871 0.516
S -0.844 -1.409 1.936
H 1.136 1.761 -1.552
H 0.937 2.689 -0.221
H 0.070 0.760 1.170
H -1.332 0.919 -1.501
H 0.638 -0.741 -1.357
H 1.761 -0.766 -0.095
H 0.949 -2.442 0.953
H -0.504 -2.469 -0.164
H -1.548 -0.747 1.092
*
```

## Properties
LUMO energy: 0.02886 Eh
E_HOMO: -8.9 eV
Kohn-Sham gap: 9.648 eV
SMILES string: N[C@@H](C=O)CCS

=====

Most stable: model ii (next structure +201.0 kJ/mol)

=====

Model i:
Formula: C4H9NOS
Source: the Open Molecules 2025 dataset
Level of theory: ωB97M-V with the def2-TZVPD basis set

The geometry in ORCA input format:
```
! RIJCOSX wB97M-V def2-TZVPD def2/J DEFGRID3
* xyz 0 1
C -1.012 -0.506 2.856
N -0.413 -1.410 1.854
C 0.079 -1.015 0.638
O 0.525 -1.879 -0.065
C -0.072 0.416 0.170
C 0.772 0.414 -1.142
S 0.097 1.750 -2.225
H -1.949 -0.885 3.153
H -0.340 -0.478 3.685
H -1.308 0.535 2.608
H -0.412 -2.318 2.206
H 0.396 1.128 0.886
H -1.222 0.561 0.125
H 1.939 0.461 -0.985
H 0.461 -0.706 -1.690
H 0.975 2.760 -1.975
*
```

## Properties
LUMO energy: 0.02835 Eh
E_HOMO: -8.7 eV
Kohn-Sham gap: 9.487 eV
SMILES string: CNC(=O)CCS

=====

Model ii:
Formula: C4H9NOS
Source: the Open Molecules 2025 dataset
Level of theory: ωB97M-V with the def2-TZVPD basis set

The geometry in ORCA input format:
```
! RIJCOSX wB97M-V def2-TZVPD def2/J DEFGRID3
* xyz 0 1
C 1.049 -0.825 -1.183
C 0.142 0.164 -0.373
C 0.799 1.486 0.305
C -2.125 -1.164 1.890
H 0.347 -1.619 -1.406
H 1.820 -1.171 -0.597
H 1.459 -0.452 -2.131
H -0.764 0.479 -1.003
H 0.053 1.812 0.969
H 1.633 1.145 1.004
H 1.270 1.245 -2.528
H -3.300 -1.127 2.212
H -1.366 -1.806 2.193
N -1.580 -0.330 1.128
O -0.432 -0.559 0.684
S 0.995 2.722 -1.163
*
```

## Properties
LUMO energy: -0.03301 Eh
E_HOMO: -9.2 eV
Kohn-Sham gap: 8.280 eV

=====

Most stable: model i (next structure +508.5 kJ/mol)

=====

Model i:
Formula: C4H9NOS
Source: the Open Molecules 2025 dataset
Level of theory: ωB97M-V with the def2-TZVPD basis set

The geometry in ORCA input format:
```
! RIJCOSX wB97M-V def2-TZVPD def2/J DEFGRID3
* xyz 0 1
C 1.362 0.342 -1.027
C 0.309 -0.420 0.021
C -0.936 -0.580 -0.692
C 0.187 0.588 1.317
N 0.842 -1.589 0.370
O 2.384 0.785 -0.275
S 3.660 -0.147 0.072
H 1.670 -0.427 -1.780
H 0.637 0.994 -1.504
H -0.831 -1.062 -1.679
H -1.379 0.396 -0.910
H -1.826 -1.068 -0.121
H -0.404 1.514 1.226
H 1.182 0.883 1.670
H -0.109 0.133 2.296
H 1.289 -1.535 1.339
*
```

## Properties
LUMO energy (alpha / beta): -0.07820 / -0.07802 Eh
E_HOMO (alpha / beta): -8.4 / -8.4 eV
Kohn-Sham gap (alpha / beta): 6.290 / 6.299 eV

=====

Model ii:
Formula: C4H9NOS
Source: the Open Molecules 2025 dataset
Level of theory: ωB97M-V with the def2-TZVPD basis set

The geometry in ORCA input format:
```
! RIJCOSX wB97M-V def2-TZVPD def2/J DEFGRID3
* xyz 0 1
C -0.109 1.033 -1.021
C 0.343 -0.953 0.472
C -0.678 -0.288 -0.522
C -1.971 -0.117 0.379
N 2.265 -0.216 -0.786
O 1.482 -1.334 -0.196
S 3.220 0.666 0.312
H 0.192 1.219 -1.983
H 0.210 1.781 -0.245
H 0.613 -0.261 1.249
H -0.212 -1.759 1.006
H -0.903 -0.885 -1.336
H -1.644 0.571 1.126
H -2.314 -1.017 0.956
H -2.718 0.220 -0.328
H 2.224 1.339 0.919
*
```

## Properties
LUMO energy (alpha / beta): -0.03839 / -0.00423 Eh
E_HOMO (alpha / beta): -8.4 / -9.3 eV
Kohn-Sham gap (alpha / beta): 7.399 / 9.136 eV

=====

Most stable: model i (next structure +73.0 kJ/mol)